The following is a quantum chemistry calculation of a structure of composition C59H64Cl2F6N10NiO4 at a distorted geometry, from the OMol25 dataset.

Its spin multiplicity is 3. The expectation value of S² is 2.0042. The calculation puts the HOMO energy (spin up / spin down) at -9.05 / -8.94 eV. For the molar mass, the calculation gives 1220.81 g mol⁻¹.

XYZ file:
```
146
Properties=species:S:1:pos:R:3:forces:R:3:lowdin_spin:R:1
Ni -7.79142 16.46982 -17.71603 0.011 1.035 -0.750 1.769
C -9.95625 18.07144 -17.65205 1.008 -1.150 1.813 0.008
O -9.80412 16.80999 -18.30674 -1.404 0.155 -1.183 0.023
O -8.82807 18.08843 -16.87572 0.077 0.625 -0.899 0.041
C -10.22775 19.19549 -18.68476 1.901 0.454 0.466 0.001
F -9.30657 19.20403 -19.69132 -0.733 -0.114 0.185 0.000
F -11.44058 19.12831 -19.23588 0.071 0.146 0.162 0.000
F -10.07359 20.38696 -18.04981 -0.563 -0.357 -0.385 0.001
C -10.86989 16.29611 -19.10516 0.549 -1.443 -0.599 0.004
C -10.52252 14.83855 -19.42035 -0.692 -0.120 -0.130 0.000
H -11.43178 14.40058 -19.84446 0.064 -0.199 0.318 0.000
H -9.75093 14.68914 -20.17265 0.164 0.483 0.184 0.000
H -10.22606 14.27002 -18.53988 -0.168 0.070 0.140 0.000
H -11.01070 16.77331 -20.07823 0.336 0.584 0.190 0.000
H -11.83340 16.34632 -18.59554 0.132 0.131 0.387 0.001
H -10.81453 18.05111 -16.96347 -0.570 0.022 -0.466 0.000
C -6.77582 16.41349 -20.26890 0.167 0.181 1.931 0.007
O -6.97851 17.63588 -19.51895 0.301 0.027 -0.645 0.019
O -7.21290 15.46024 -19.42643 -0.154 -0.391 -0.470 0.031
C -7.44388 16.48622 -21.65287 -0.074 -0.002 0.249 0.001
F -8.77443 16.40914 -21.63616 -0.364 -0.221 0.213 0.000
F -7.15212 17.62781 -22.28967 0.336 0.289 -0.179 0.001
F -6.97641 15.48763 -22.42153 -0.006 -0.332 -0.037 0.000
C -6.23947 18.79447 -19.91706 -1.000 1.028 0.892 0.003
C -6.34072 19.78274 -18.76316 -0.001 -0.116 0.260 0.000
H -7.38495 19.90598 -18.47535 0.080 -0.071 0.042 0.000
H -5.80410 19.41571 -17.88519 0.020 0.066 0.008 0.000
H -5.95826 20.76876 -19.03328 0.157 -0.081 -0.095 0.000
H -6.78267 19.26032 -20.73975 0.557 -0.168 -0.392 0.000
H -5.19103 18.58224 -20.13493 -0.094 -0.249 -0.366 0.000
H -5.69260 16.36728 -20.46419 0.229 -0.103 -0.361 0.000
N -1.74437 18.01376 -25.07235 0.630 0.207 0.469 0.000
C -1.59002 16.80723 -24.51690 -0.366 0.457 -0.241 0.000
C -2.56630 16.21720 -23.72261 -0.151 -0.075 -0.582 0.000
C -3.75373 16.91111 -23.50872 0.016 -0.103 -0.401 0.000
C -3.89129 18.19052 -24.03121 0.488 0.076 0.549 0.000
C -2.82137 18.71591 -24.75411 -0.736 -0.313 -0.120 0.000
H -0.65010 16.33258 -24.76579 -0.067 -0.320 0.082 0.000
H -2.46902 15.17948 -23.43360 0.138 0.063 0.310 0.000
H -4.58353 16.42080 -23.01791 -0.016 0.084 0.214 0.000
H -4.74148 18.81530 -23.79612 -0.110 -0.093 -0.098 0.000
H -2.89748 19.72910 -25.13351 0.124 -0.013 -0.152 0.000
N -10.87074 21.54450 -23.32163 -0.495 -0.639 -0.095 0.000
C -11.14439 21.91995 -24.57861 -0.115 -0.869 0.490 0.000
C -10.57736 21.30364 -25.69236 0.147 0.855 0.321 0.000
C -9.56031 20.39507 -25.46704 0.021 -0.423 -0.242 0.000
C -9.23697 20.02822 -24.17434 -0.267 0.103 0.260 0.000
C -10.01497 20.53325 -23.13335 0.739 0.783 -0.529 0.000
H -11.95338 22.63496 -24.65152 0.216 0.323 -0.248 0.000
H -10.84071 21.66875 -26.67564 -0.069 -0.299 -0.101 0.000
H -9.05447 19.87352 -26.27049 0.055 0.318 -0.181 0.000
H -8.37930 19.39220 -24.00973 -0.254 -0.303 0.216 0.000
H -9.86001 20.19298 -22.11675 -0.008 0.078 0.121 0.000
N -8.22044 14.92006 -16.49307 -0.057 -1.375 1.579 0.039
C -8.63592 15.11439 -15.21572 -0.219 0.188 -0.839 0.001
C -8.91238 14.08563 -14.31163 0.394 1.169 -0.694 0.002
C -8.64549 12.79581 -14.71387 -0.640 -0.987 0.243 -0.003
C -8.24638 12.54418 -16.01056 0.641 0.900 0.128 0.002
C -8.00707 13.63976 -16.82536 -0.172 -0.351 -0.997 0.003
H -8.77303 16.16649 -15.00046 -0.258 -0.037 0.313 0.000
H -9.33000 14.37023 -13.35827 0.154 -0.263 0.181 0.000
H -8.81952 11.94716 -14.06170 -0.025 0.157 0.160 0.000
H -8.01882 11.55894 -16.38786 -0.131 -0.083 0.083 0.000
H -7.67099 13.42722 -17.83460 0.024 0.491 -0.126 0.000
N -6.03318 16.78960 -16.64122 1.591 0.772 0.255 0.037
C -4.79504 16.59007 -17.14592 0.293 0.219 -0.725 0.001
C -3.61326 16.69185 -16.43446 -0.279 0.290 0.799 0.002
C -3.69848 17.14020 -15.12648 0.260 -0.690 0.772 -0.002
C -4.92221 17.48679 -14.60460 -0.521 -0.166 -0.421 0.002
C -6.04997 17.29131 -15.39295 -0.524 -0.033 0.027 0.002
H -4.65086 16.45745 -18.21301 -0.782 -0.607 -0.048 0.000
H -2.64863 16.43231 -16.84382 -0.126 0.036 -0.338 0.000
H -2.87542 17.09959 -14.42138 0.349 0.307 -0.421 0.000
H -5.01752 17.83796 -13.58761 -0.094 0.084 -0.037 0.000
H -7.02193 17.56692 -15.00357 -0.115 -0.104 -0.117 0.000
N -6.40769 11.93311 -26.71064 -0.155 -0.226 -0.123 0.000
C -6.98414 13.01300 -26.19310 0.264 0.129 0.266 0.000
C -6.44463 13.76120 -25.13949 -0.132 -0.035 -0.455 0.000
C -5.18280 13.43377 -24.67452 -1.179 -1.331 0.592 0.000
C -4.66407 12.22045 -25.12530 0.971 0.695 0.034 0.000
C -5.27650 11.51683 -26.14480 0.312 0.623 0.039 0.000
H -7.92376 13.31413 -26.64156 -0.084 -0.028 0.049 0.000
H -7.05314 14.53261 -24.69156 0.207 0.259 -0.133 0.000
H -4.78051 13.90367 -23.78888 0.243 0.301 -0.186 0.000
H -3.70820 11.89839 -24.72735 -0.060 -0.219 -0.049 0.000
H -4.75839 10.65973 -26.55901 -0.346 -0.210 -0.049 0.000
N -4.50246 20.81104 -22.01816 -0.249 0.808 0.405 0.000
C -5.33262 21.80877 -21.64151 0.292 -0.630 0.186 0.000
C -4.89746 23.05465 -21.22027 0.515 0.408 -0.324 0.000
C -3.52491 23.29564 -21.20375 -0.765 0.218 0.201 0.000
C -2.67881 22.29653 -21.60833 0.910 0.510 0.435 0.000
C -3.19539 21.08455 -21.98386 -0.441 -0.839 -0.612 0.000
H -6.38336 21.54788 -21.60051 -0.097 0.115 -0.233 0.000
H -5.55731 23.88028 -20.98730 -0.336 -0.307 0.173 0.000
H -3.14019 24.24459 -20.85231 -0.006 0.031 -0.115 0.000
H -1.61271 22.48798 -21.57228 0.023 -0.259 -0.193 0.000
H -2.54744 20.28193 -22.32104 0.056 -0.011 0.074 0.000
N -12.14484 13.09200 -23.47527 -0.626 0.260 0.254 0.000
C -11.70655 12.29442 -24.45128 0.260 0.388 0.409 0.000
C -10.36228 12.04966 -24.65953 0.711 -0.679 0.093 0.000
C -9.44491 12.53061 -23.73661 -0.443 -0.016 0.060 0.000
C -9.92787 13.33075 -22.72105 0.895 0.419 0.580 0.000
C -11.26966 13.64786 -22.62685 0.153 -1.249 -0.710 0.000
H -12.43974 11.75903 -25.04106 -0.201 0.303 -0.110 0.000
H -10.01848 11.36402 -25.42530 -0.185 0.086 -0.134 0.000
H -8.40450 12.23452 -23.70331 0.044 0.044 -0.336 0.000
H -9.20554 13.66945 -21.98451 -0.214 0.151 0.053 0.000
H -11.62900 14.19741 -21.76903 -0.303 0.256 -0.347 0.000
N -0.68818 20.99636 -16.08894 -0.477 -0.411 0.049 0.000
C -0.43407 21.33277 -17.34402 0.127 0.081 -0.539 0.000
C -1.37084 21.28155 -18.37238 -0.003 -0.184 0.631 0.000
C -2.63563 20.82512 -18.05331 -0.301 0.064 -0.580 0.000
C -2.91961 20.36756 -16.77184 0.400 0.448 -0.096 0.000
C -1.91300 20.50236 -15.82498 0.576 -0.251 -0.141 0.000
H 0.57965 21.62892 -17.59367 0.043 0.155 0.270 0.000
H -1.10897 21.56096 -19.38146 -0.010 0.083 0.008 0.000
H -3.38280 20.83717 -18.84088 -0.137 -0.226 0.124 0.000
H -3.88812 19.95043 -16.53545 0.007 0.022 0.131 0.000
H -2.01746 20.11308 -14.82010 -0.280 0.186 0.131 0.000
N -6.23832 11.50974 -21.84838 0.348 0.793 -0.378 0.000
C -6.41837 12.03831 -20.63964 -0.475 -1.022 0.233 0.000
C -5.95860 11.40660 -19.47360 0.297 1.111 -0.628 0.000
C -5.13838 10.30573 -19.60804 -0.185 -0.684 0.022 0.000
C -4.91264 9.77631 -20.87798 0.174 0.579 0.541 0.000
C -5.44810 10.45257 -21.95883 0.065 -0.893 0.086 0.000
H -7.02690 12.93495 -20.59802 0.053 0.090 0.147 0.000
H -6.15078 11.89716 -18.52883 0.079 -0.207 0.136 0.000
H -4.70744 9.82124 -18.74029 -0.046 0.025 0.042 0.000
H -4.29919 8.89860 -21.02428 0.036 0.019 0.002 0.000
H -5.20989 10.04555 -22.93745 -0.384 0.324 -0.222 0.000
N -8.25925 25.72805 -20.98287 0.195 0.667 -0.300 0.000
C -8.76220 24.77713 -21.77827 0.889 0.040 0.893 0.000
C -8.92330 23.48056 -21.32772 -0.007 -0.857 -0.776 0.000
C -8.60139 23.14111 -20.02716 0.676 0.168 0.404 0.000
C -8.10719 24.13947 -19.20836 -0.338 0.600 0.165 0.000
C -7.93893 25.42021 -19.73347 -0.328 -0.859 0.168 0.000
H -8.87113 25.02759 -22.82481 -0.381 0.102 0.012 0.000
H -9.20637 22.71748 -22.04532 -0.186 0.136 0.217 0.000
H -8.56672 22.13008 -19.63920 -0.536 -0.125 -0.260 0.000
H -7.91966 23.99694 -18.15135 0.265 -0.280 -0.091 0.000
H -7.49310 26.15350 -19.07146 -0.118 0.437 -0.329 0.000
C -10.34327 16.38271 -24.63371 -0.882 -0.115 -0.131 0.000
Cl -11.46140 17.32738 -25.67952 0.352 -0.162 0.383 0.000
Cl -8.66009 16.71007 -24.97432 0.173 -0.064 -0.249 0.000
H -10.54514 16.59912 -23.59019 -0.001 0.280 -0.069 0.000
H -10.58363 15.34106 -24.81926 0.270 -0.032 -0.102 0.000
```
Forces are in eV/Å.